Below is 12 unconnected molecules or ions with the total composition C30H78Cl6NO18, with properties calculated with the ωB97M-V functional and the def2-TZVPD basis.

Last column: Löwdin charge in e.
Positions of all 133 atoms, in Å:
C1 4.627083 -2.013641 1.436474  -0.100
C2 3.389655 -1.166923 1.246475  -0.246
C3 2.571162 -1.544326 -0.002801  -0.172
C4 1.581374 -0.429346 -0.281691  -0.118
N1 0.523761 -0.785826 -1.301821  -0.229
C5 -0.242521 0.523877 -1.494326  -0.075
C6 -1.680784 0.169430 -1.208405  -0.136
C7 -1.585581 -0.973901 -0.232304  -0.127
C8 -0.448577 -1.799932 -0.767712  -0.086
C9 1.184157 -1.208337 -2.555372  0.023
H1 5.117520 -1.762650 2.376990  0.069
H2 5.388134 -1.832286 0.664631  0.079
H3 4.464697 -3.091030 1.400371  0.082
H4 3.583404 -0.099641 1.330729  0.106
H5 2.744640 -1.420202 2.101061  0.076
H6 2.115163 -2.525159 0.151756  0.116
H7 3.309861 -1.685772 -0.801089  0.120
H8 2.144538 0.414354 -0.669903  0.148
H9 1.026415 -0.220679 0.629165  0.110
H10 -0.182106 0.909246 -2.511892  0.066
H11 0.162203 1.271262 -0.822375  0.111
H12 -2.196177 -0.179213 -2.105460  0.088
H13 -2.329196 0.952323 -0.812502  0.108
H14 -2.489289 -1.566948 -0.085562  0.113
H15 -1.338103 -0.640477 0.783501  0.097
H16 -0.675091 -2.493649 -1.574815  0.113
H17 0.002287 -2.421928 0.004964  0.130
H18 0.409552 -1.297408 -3.321233  0.114
H19 1.602144 -2.196250 -2.387471  0.092
H20 1.875790 -0.440583 -2.885005  0.077
C10 4.710870 2.045754 -4.748811  -2.055
Cl1 3.725249 3.332573 -5.461884  0.522
Cl2 4.981328 2.481617 -3.041568  0.494
Cl3 3.825348 0.516642 -4.812088  0.524
Cl4 6.221585 1.921461 -5.618474  0.566
C11 -6.771566 -1.934496 0.366877  -0.252
C12 -5.375651 -2.071217 0.915851  -0.227
O1 -4.750408 -3.244673 0.363912  -0.079
O2 -6.679541 -1.847585 -1.036787  -0.059
H21 -7.351377 -1.132715 0.838885  0.120
H22 -7.308971 -2.848844 0.666802  0.126
H23 -5.388782 -2.180101 1.997601  0.125
H24 -4.748110 -1.226735 0.611642  0.091
H25 -4.604322 -3.020339 -0.560974  0.038
H26 -7.520516 -2.046161 -1.455138  0.094
C13 -3.063114 2.331255 1.754716  -0.252
C14 -4.370396 1.642330 1.485694  -0.239
O3 -4.565420 1.310873 0.121168  -0.064
O4 -2.898110 3.515069 0.970965  -0.059
H27 -2.234836 1.666285 1.506891  0.086
H28 -3.023708 2.580752 2.820107  0.122
H29 -5.223883 2.184181 1.914396  0.129
H30 -4.426012 0.691927 2.032982  0.109
H31 -5.102629 1.984276 -0.303039  0.095
H32 -3.425672 4.220422 1.357431  0.093
C15 1.544721 -5.642674 -2.763011  -0.233
C16 0.162445 -5.965394 -2.233363  -0.241
O5 -0.103146 -5.357241 -0.979973  -0.066
O6 2.608905 -6.266324 -2.041863  -0.051
H33 1.648862 -4.551617 -2.781406  0.101
H34 1.656081 -6.057994 -3.764910  0.127
H35 0.043379 -7.054564 -2.172868  0.129
H36 -0.581579 -5.627220 -2.954792  0.112
H37 0.512481 -5.656801 -0.305348  0.083
H38 2.382339 -6.378756 -1.116026  0.071
C17 3.656289 3.652832 0.841388  -0.212
C18 3.492198 5.005870 1.512775  -0.262
O7 3.980847 5.016387 2.828515  -0.031
O8 3.322046 2.572790 1.700929  -0.094
H39 4.700377 3.562436 0.516634  0.129
H40 3.034467 3.544084 -0.049912  0.109
H41 2.473281 5.415851 1.443166  0.104
H42 4.041057 5.731612 0.898939  0.125
H43 3.287606 4.694359 3.415184  0.071
H44 3.951968 2.588931 2.432210  0.119
C19 -2.811555 -3.076222 -4.095700  -0.196
C20 -3.559016 -3.779895 -3.018732  -0.226
O9 -2.758409 -3.696229 -1.838906  -0.086
O10 -2.728689 -1.659334 -3.792961  -0.098
H45 -3.254793 -3.225749 -5.080501  0.128
H46 -1.769197 -3.382139 -4.049683  0.116
H47 -3.658976 -4.847253 -3.270142  0.132
H48 -4.597518 -3.473247 -2.842696  0.122
H49 -2.847479 -4.458659 -1.257865  0.099
H50 -3.639678 -1.377906 -3.646286  0.090
C21 0.328967 -0.534959 3.586791  -0.216
C22 -0.628638 0.545425 3.101811  -0.277
O11 -1.939387 0.364418 3.593944  -0.054
O12 0.702122 -0.358211 4.947315  -0.057
H51 1.245416 -0.587826 3.009438  0.083
H52 -0.235242 -1.481979 3.541539  0.128
H53 -0.612872 0.520458 2.001238  0.076
H54 -0.244056 1.517712 3.404071  0.103
H55 -2.187414 -0.563181 3.523865  0.092
H56 -0.056851 -0.094787 5.477669  0.094
C23 3.003772 -2.893372 4.824939  -0.217
C24 2.514180 -2.900738 6.260697  -0.225
O13 2.626501 -4.267480 6.688449  -0.072
O14 4.437737 -3.150294 4.833391  -0.095
H57 2.893283 -1.916786 4.338176  0.092
H58 2.606040 -3.683529 4.197668  0.124
H59 1.471052 -2.596512 6.292192  0.107
H60 3.133121 -2.291223 6.921240  0.124
H61 3.573071 -4.439346 6.726840  0.078
H62 4.891458 -2.411162 5.248426  0.082
C25 1.666561 6.063258 -1.236983  -0.230
C26 1.255219 5.127026 -2.338044  -0.242
O15 0.611335 3.959968 -1.847667  -0.097
O16 0.541632 6.246957 -0.393839  -0.059
H63 1.968911 7.011768 -1.701425  0.132
H64 2.538603 5.696609 -0.686234  0.085
H65 2.173214 4.777049 -2.828441  0.105
H66 0.740632 5.565484 -3.200125  0.124
H67 -0.011284 4.295255 -1.189345  0.068
H68 0.688566 6.932403 0.262988  0.097
C27 0.107880 3.865649 2.668610  -0.217
C28 0.624368 3.062921 1.513252  -0.197
O17 1.123188 1.780077 1.922591  -0.157
O18 1.145866 4.021616 3.631600  -0.037
H69 -0.810356 3.410154 3.055169  0.105
H70 -0.231783 4.839845 2.289138  0.125
H71 1.481345 3.549292 1.032180  0.081
H72 -0.128417 2.922588 0.737898  0.112
H73 1.958013 1.955767 2.376627  0.064
H74 0.730134 4.009499 4.496993  0.103
Cl5 -0.796750 2.427701 -4.442284  0.605
C29 -2.440459 1.739291 -4.568974  -0.631
C30 -2.535202 0.734551 -5.679059  -0.662
Cl6 -2.297257 1.523959 -7.278658  0.545
H75 -3.135563 2.564479 -4.704376  0.075
H76 -2.671669 1.300796 -3.598328  0.049
H77 -3.529643 0.296951 -5.701904  0.069
H78 -1.766151 -0.024424 -5.635387  0.051

Forces on atoms 1 to 2 (eV/Å):
1.13 0.28 -0.45
-0.97 -1.08 0.70

Results
LUMO energy = -1.75 eV
frontier orbital gap = 9.81 eV
highest occupied orbital energy = -11.6 eV
total charge = +1
E = -5359.6569 Ha
F_max = 2.309 eV/A